Entry 1:
This record from OMol25 describes C5H8N as an isolated structure in a non-equilibrium geometry. The level of theory is the ωB97M-V functional and the def2-TZVPD basis.

Structure (ORCA input):
```
! wB97M-V def2-TZVPD RIJCOSX def2/J DEFGRID3
* xyz 1 1
C 0.718 -0.325 0.522
C 0.622 -1.211 -0.398
C -1.620 -0.715 -2.888
C -1.270 0.484 -2.753
C 0.237 0.895 2.475
N 1.082 0.601 1.298
H -1.771 -1.746 -2.913
H -0.721 1.431 -2.946
H 1.141 -2.169 -0.484
H -0.383 -1.388 -1.263
H 0.945 0.764 3.330
H -0.156 1.987 2.354
H -0.628 0.097 2.471
H 1.804 1.294 1.194
*
```

Output
E_HOMO in eV: -14.054
ΔE to the lowest compared entry with this formula, charge and spin in kcal per mole: 138.3
Electronic energy in eV: -6792.0923
Frontier orbital gap in eV: 9.100


Entry 2:
This record from OMol25 describes C21H14BrCl3F5GeI2MoN4O3 as an isolated structure. The level of theory is the ωB97M-V functional and the def2-TZVPD basis.

Structure (ORCA input):
```
! wB97M-V def2-TZVPD RIJCOSX def2/J DEFGRID3
* xyz 0 2
Mo 0.833 -0.234 -0.760
Br 0.741 3.462 -0.176
C 0.931 2.844 -1.945
C 1.039 3.802 -2.943
C 1.105 3.384 -4.257
C 1.018 2.029 -4.532
C 0.918 1.146 -3.480
N 0.923 1.538 -2.188
C 0.691 -0.333 -3.755
O 0.510 -0.692 -4.896
O 0.729 -1.092 -2.706
H 1.051 4.848 -2.675
H 1.191 4.109 -5.056
H 0.997 1.630 -5.535
N 1.278 0.479 0.727
C 1.912 0.798 1.918
C 3.021 1.640 1.942
C 3.646 1.910 3.149
C 3.171 1.349 4.326
C 2.062 0.512 4.298
C 1.429 0.235 3.099
H 3.383 2.069 1.018
H 4.509 2.561 3.170
H 3.662 1.566 5.266
H 1.687 0.077 5.216
H 0.558 -0.406 3.055
I 3.435 -0.763 -1.067
I 4.034 -3.044 0.310
C 0.475 -5.169 1.591
N -0.428 -4.044 1.356
C -1.668 -3.946 2.126
C -0.021 -3.027 0.657
N 0.319 -2.119 0.028
H -0.073 -6.099 1.445
H 0.874 -5.138 2.607
H 1.298 -5.122 0.882
H -2.177 -4.907 2.083
H -2.305 -3.186 1.682
H -1.459 -3.689 3.166
Cl -1.548 -3.887 -3.809
Ge -1.948 -2.000 -2.813
Cl -3.391 -0.880 -3.982
Cl -3.065 -2.614 -1.013
F -4.740 3.327 1.463
C -3.863 2.529 0.847
C -3.314 1.448 1.513
F -3.664 1.199 2.779
C -2.410 0.626 0.869
F -1.888 -0.414 1.542
C -2.016 0.847 -0.452
O -1.161 0.055 -1.070
C -2.584 1.948 -1.095
F -2.210 2.233 -2.350
C -3.493 2.776 -0.464
F -4.002 3.827 -1.109
*
```

Output
E_HOMO (alpha / beta) in eV: -7.906 / -7.854
ΔE to the lowest compared entry with this formula, charge and spin in kcal per mole: 39.4
Electronic energy in eV: -229880.9914
Frontier orbital gap (alpha / beta) in eV: 5.808 / 5.730


Entry 3:
This record from OMol25 describes an isolated molecule of C19H20N2O5S in a non-equilibrium geometry. The level of theory is the ωB97M-V functional and the def2-TZVPD basis.

Structure (ORCA input):
```
! wB97M-V def2-TZVPD RIJCOSX def2/J DEFGRID3
* xyz 0 1
C 1.568 0.969 -4.916
C 1.959 0.673 -3.501
C 1.121 -0.072 -2.679
C 1.470 -0.333 -1.368
C 2.665 0.142 -0.846
C 3.006 -0.106 0.600
N 2.499 0.965 1.443
C 1.369 0.857 2.166
O 0.718 -0.166 2.252
C 1.014 2.133 2.925
C -0.340 2.007 3.584
S -1.648 2.258 2.326
O -2.840 2.654 3.029
O -1.140 3.153 1.318
C -1.970 0.663 1.569
C -2.562 -0.318 2.345
C -2.853 -1.565 1.815
C -2.536 -1.768 0.484
C -1.952 -0.754 -0.292
C -1.649 0.481 0.235
O -1.767 -1.219 -1.562
C -2.211 -2.506 -1.607
O -2.185 -3.206 -2.579
N -2.684 -2.846 -0.357
C -3.233 -4.134 -0.037
C 3.503 0.890 -1.662
C 3.153 1.149 -2.975
H 1.025 0.132 -5.348
H 0.914 1.842 -4.945
H 2.442 1.180 -5.528
H 0.189 -0.454 -3.067
H 0.815 -0.912 -0.736
H 2.534 -1.025 0.952
H 4.089 -0.172 0.740
H 2.917 1.874 1.320
H 0.982 2.971 2.225
H 1.792 2.323 3.668
H -0.516 2.772 4.335
H -0.496 1.016 4.000
H -2.807 -0.088 3.370
H -3.306 -2.340 2.411
H -1.195 1.273 -0.335
H -3.186 -4.742 -0.939
H -2.652 -4.608 0.755
H -4.272 -4.036 0.285
H 4.440 1.265 -1.272
H 3.819 1.727 -3.600
*
```

Output
E_HOMO in eV: -8.752
ΔE to the lowest compared entry with this formula, charge and spin in kcal per mole: 14.1
Electronic energy in eV: -44081.7480
Frontier orbital gap in eV: 9.342
SMILES: Cc1ccc(CNC(=O)CCS(=O)(=O)c2ccc3c(c2)oc(=O)n3C)cc1


Entry 4:
This record from OMol25 describes an isolated molecule of C3H5NO2 in a non-equilibrium geometry. The level of theory is the ωB97M-V functional and the def2-TZVPD basis.

Structure (ORCA input):
```
! wB97M-V def2-TZVPD RIJCOSX def2/J DEFGRID3
* xyz 0 1
C -0.862 -0.890 -0.180
C 0.222 0.095 0.174
C 1.681 -0.370 0.176
O 2.534 0.317 0.794
N 0.115 1.373 0.264
O -1.177 1.681 0.051
H -0.382 -1.853 -0.453
H -1.637 -1.043 0.614
H -1.388 -0.566 -1.118
H 2.029 -1.384 -0.427
H -1.136 2.639 0.106
*
```

Output
E_HOMO in eV: -9.924
ΔE to the lowest compared entry with this formula, charge and spin in kcal per mole: 76.6
Electronic energy in eV: -8774.3742
Frontier orbital gap in eV: 10.026
SMILES: C/C(C=O)=N\O


Entry 5:
This record from OMol25 describes a 3-piece molecular cluster, C3H11NO2 overall in a non-equilibrium geometry. The level of theory is the ωB97M-V functional and the def2-TZVPD basis.

Structure (ORCA input):
```
! wB97M-V def2-TZVPD RIJCOSX def2/J DEFGRID3
* xyz 0 1
C -0.234 0.413 -0.582
C -0.847 -0.621 0.077
C -0.705 -2.053 -0.626
N -1.619 -1.985 -1.894
H -0.567 1.442 -0.947
H 0.866 0.349 -0.788
H -1.202 -0.622 1.158
H -1.066 -2.865 0.137
H 0.394 -2.029 -0.829
H -1.306 -1.247 -2.521
H -1.328 -2.752 -2.505
O 1.023 -2.770 4.463
H 0.962 -3.745 4.826
H 1.970 -2.628 4.325
O 1.579 6.294 -1.906
H 1.202 7.054 -2.313
H 1.314 6.316 -0.950
*
```

Output
E_HOMO in eV: -8.066
ΔE to the lowest compared entry with this formula, charge and spin in kcal per mole: 93.6
Electronic energy in eV: -8870.4326
Frontier orbital gap in eV: 8.536
SMILES: C=CCN.O.O


Entry 6:
This record from OMol25 describes an isolated molecule of CH5O2PS2 in a non-equilibrium geometry. The level of theory is the ωB97M-V functional and the def2-TZVPD basis.

Structure (ORCA input):
```
! wB97M-V def2-TZVPD RIJCOSX def2/J DEFGRID3
* xyz 0 1
C -1.000 -1.079 1.397
S -1.117 0.706 0.894
P 0.140 0.653 -0.779
O -0.088 2.065 -1.440
O 1.589 0.929 -0.076
S 0.529 -1.465 -2.223
H -0.445 -1.577 0.510
H -2.002 -1.380 1.366
H -0.464 -1.153 2.317
H 0.668 2.152 -2.069
H 2.189 0.148 0.102
*
```

Output
E_HOMO in eV: -8.554
ΔE to the lowest compared entry with this formula, charge and spin in kcal per mole: 45.9
Electronic energy in eV: -36172.0390
Frontier orbital gap in eV: 7.545
SMILES: CSP(O)(O)=S


Entry 7:
This record from OMol25 describes a 2-piece molecular cluster, C4H7IN2 overall in a non-equilibrium geometry. The level of theory is the ωB97M-V functional and the def2-TZVPD basis.

Structure (ORCA input):
```
! wB97M-V def2-TZVPD RIJCOSX def2/J DEFGRID3
* xyz 0 1
C 0.347 1.055 -0.664
N -0.291 -0.176 -0.501
C -1.222 -0.477 0.427
C -1.560 -1.794 0.257
C -0.906 -2.187 -0.924
N -0.158 -1.137 -1.374
H 1.533 0.933 -0.757
H -0.163 1.712 -1.431
H 0.213 1.615 0.287
H -1.403 0.071 1.291
H -2.495 -2.313 0.660
H -0.765 -3.102 -1.403
I 4.069 2.605 2.398
H 2.803 3.194 1.733
*
```

Output
E_HOMO in eV: -9.279
ΔE to the lowest compared entry with this formula, charge and spin in kcal per mole: 32.3
Electronic energy in eV: -15340.7237
Frontier orbital gap in eV: 9.809
SMILES: Cn1cccn1.I


Entry 8:
This record from OMol25 describes C3H5FO2 as an isolated structure in a non-equilibrium geometry. The level of theory is the ωB97M-V functional and the def2-TZVPD basis.

Structure (ORCA input):
```
! wB97M-V def2-TZVPD RIJCOSX def2/J DEFGRID3
* xyz 0 1
C -1.212 -0.639 -1.113
C -1.140 -0.092 0.252
C 2.199 0.507 0.676
O -2.291 -0.835 0.068
O 1.752 1.113 -0.257
F -1.462 1.188 0.084
H -1.636 -0.118 -1.969
H -0.641 -1.533 -1.478
H 1.641 0.433 1.544
H 3.526 0.035 0.919
H -0.736 -0.057 1.274
*
```

Output
E_HOMO in eV: -10.410
ΔE to the lowest compared entry with this formula, charge and spin in kcal per mole: 105.3
Electronic energy in eV: -9999.8951
Frontier orbital gap in eV: 10.857